No. 1
C12H21GeN2O7P2Y | the ωB97M-V functional and the def2-TZVPD basis

Summary:
net charge: 0
gap between HOMO and LUMO: 4.98 eV
lowest unoccupied orbital energy: -0.670 eV
multiplicity: 1
molar mass: 528.77 g/mol
energy above the lowest of the compared OMol25 structures with the same formula, charge and spin: 15.5 kcal per mole

Atoms and positions in Å:
1 Y -0.0148 -0.2338 -0.8515
2 C -3.8640 3.2340 -0.9325
3 C -3.0218 1.9670 -0.9017
4 O -3.8221 0.8131 -1.1704
5 P -2.3704 1.6179 0.7784
6 O -3.6470 1.4260 1.6898
7 O -1.7724 2.9300 1.4034
8 O -1.4550 0.4301 0.8049
9 P -1.5240 2.0527 -1.9760
10 O -1.7974 3.2092 -3.0376
11 O -0.3952 2.4021 -1.0435
12 O -1.3721 0.7131 -2.6618
13 H -4.6578 3.1807 -0.1875
14 H -4.3088 3.3395 -1.9210
15 H -3.2534 4.1156 -0.7329
16 H -3.4245 0.3070 -1.8951
17 H -4.2216 0.7238 1.3550
18 H -0.9601 3.1731 0.9281
19 H -1.6700 2.9010 -3.9425
20 N 6.0480 -0.6220 2.1550
21 C 5.3282 -0.0501 1.4678
22 C 4.4264 0.6868 0.6137
23 C 4.7491 1.9583 0.1655
24 C 3.8505 2.6196 -0.6505
25 C 2.6598 1.9966 -0.9763
26 N 2.3475 0.7691 -0.5521
27 C 3.2203 0.1210 0.2232
28 H 5.6886 2.4106 0.4551
29 H 4.0599 3.6114 -1.0267
30 H 1.9157 2.4976 -1.5807
31 H 2.9573 -0.8860 0.5244
32 C -1.6866 -3.1649 1.4234
33 Ge 0.0727 -3.3572 0.5261
34 C 0.3984 -5.2887 0.4092
35 C 1.3193 -2.5994 1.8765
36 C 0.2522 -2.3720 -1.1054
37 H -1.6880 -3.6358 2.4123
38 H -2.4738 -3.6226 0.8193
39 H -1.9183 -2.1044 1.5454
40 H 0.3509 -5.7666 1.3924
41 H 1.3835 -5.4716 -0.0258
42 H -0.3530 -5.7479 -0.2374
43 H 1.2113 -3.0818 2.8514
44 H 1.1114 -1.5300 2.0293
45 H 2.3556 -2.7159 1.5498
46 H -0.0347 -2.9563 -1.9902

=====

No. 2
C12H21I2IrN2O | the ωB97M-V functional and the def2-TZVPD basis

Summary:
net charge: -2
gap between HOMO and LUMO (alpha / beta): 1.91 / 5.94 eV
lowest unoccupied orbital energy (alpha / beta): 4.462 / 4.401 eV
multiplicity: 5
molar mass: 655.34 g/mol
energy above the lowest of the compared OMol25 structures with the same formula, charge and spin: 24.6 kcal per mole

Atoms and positions in Å:
1 C 1.6496 -2.9496 -2.5568
2 I 2.5970 -1.6495 -0.9170
3 H 2.5270 -2.9629 -3.2086
4 H 0.7739 -2.5491 -3.0696
5 H 1.4910 -3.9073 -2.0696
6 C -1.4102 2.8181 -2.2805
7 C -0.2845 0.9972 -1.5829
8 N -1.4146 1.7443 -1.4134
9 H 0.1142 3.3843 -3.7776
10 I 2.0676 1.2991 1.0861
11 N 0.4027 1.6264 -2.5746
12 H -2.2014 3.5510 -2.3028
13 Ir 0.4566 -0.4363 -0.3990
14 C -0.4682 -1.9667 -0.9586
15 O -1.0948 -2.9061 -1.2599
16 C -0.2793 2.7493 -3.0072
17 C 1.6873 1.2535 -3.1357
18 H 2.4813 1.9005 -2.7401
19 H 1.6327 1.3841 -4.2226
20 H 1.9297 0.2116 -2.8979
21 C -2.5131 1.5326 -0.4948
22 H -3.4489 1.4179 -1.0560
23 H -2.6184 2.4024 0.1672
24 H -2.3549 0.6406 0.1122
25 C 0.8859 -1.7628 2.6644
26 C -0.0396 -0.5546 2.7206
27 C -1.4796 -1.0203 2.9098
28 C 0.3553 0.3273 3.9017
29 C 0.0382 0.2679 1.4207
30 H 0.7461 -2.3573 3.5778
31 H 1.9332 -1.4510 2.6062
32 H 0.6377 -2.3880 1.7990
33 H -1.5681 -1.5870 3.8469
34 H -2.1675 -0.1665 2.9605
35 H -1.7939 -1.6709 2.0864
36 H 1.3673 0.7204 3.7719
37 H -0.3322 1.1731 4.0052
38 H 0.3260 -0.2525 4.8320
39 H -0.6313 1.1368 1.4566

=====

No. 3
C12H21N | the ωB97M-V functional and the def2-TZVPD basis

Summary:
net charge: 0
gap between HOMO and LUMO (alpha / beta): 7.07 / 7.10 eV
lowest unoccupied orbital energy (alpha / beta): 0.796 / 0.767 eV
multiplicity: 1
molar mass: 179.31 g/mol
energy above the lowest of the compared OMol25 structures with the same formula, charge and spin: 99.8 kcal per mole

Atoms and positions in Å:
1 C 1.8888 1.5274 1.2690
2 C 1.6223 2.5489 1.8745
3 C 2.2244 -1.9503 0.3771
4 C -2.3686 0.3716 0.2464
5 C 1.9609 0.4320 0.4746
6 C 2.1261 -3.2939 1.0954
7 C -2.1416 -1.3850 -1.4747
8 C -4.4315 1.9864 -0.1241
9 C 3.8248 0.3977 -1.1392
10 C -2.7727 -0.2723 -0.8396
11 C -3.0764 1.6866 0.6119
12 C 2.3041 0.5669 -1.0011
13 N 1.9836 -0.7787 1.0052
14 H 1.2767 3.4044 2.4186
15 H -1.4608 0.1118 0.8606
16 H 2.2227 -1.8912 -0.7283
17 H 2.4500 -3.0450 2.1099
18 H 1.0050 -3.4305 1.2068
19 H 2.5000 -4.1933 0.7185
20 H -1.1914 -1.7701 -0.8357
21 H -1.6339 -1.0126 -2.5322
22 H -2.6956 -2.3375 -1.6412
23 H -4.7872 2.8955 0.3367
24 H -5.1679 1.1996 0.3029
25 H -4.3905 2.0495 -1.2018
26 H 4.1860 1.2472 -0.4201
27 H 4.1215 0.5254 -2.1460
28 H 4.1246 -0.5717 -0.8856
29 H 2.0055 -0.8253 2.0832
30 H -3.7447 0.1029 -1.2223
31 H -3.2780 1.7598 1.7159
32 H -2.3915 2.4662 0.3051
33 H 1.6191 -0.1505 -1.6045
34 H 2.0863 1.6281 -1.2160

=====

No. 4
C12H21N2O5 | the ωB97M-V functional and the def2-TZVPD basis

Summary:
net charge: -1
gap between HOMO and LUMO: 7.79 eV
lowest unoccupied orbital energy: 3.060 eV
multiplicity: 1
molar mass: 273.31 g/mol
energy above the lowest of the compared OMol25 structures with the same formula, charge and spin: 0.0 kcal per mole

Atoms and positions in Å:
1 O -0.5738 1.9959 4.9351
2 O 1.2096 1.2779 -0.4876
3 O -1.0211 -3.0781 -1.4269
4 O -3.6307 1.3884 1.4040
5 O 2.8724 0.0922 0.3642
6 C -0.3758 2.0180 3.7284
7 C 1.6641 0.4011 0.2832
8 C 0.1792 -3.2443 -1.2400
9 C -2.5969 1.6989 0.8159
10 N -2.6880 2.2788 -0.3858
11 N -1.2574 1.4702 2.8968
12 C 0.8583 2.7121 3.1896
13 C -1.5839 2.6348 -1.2786
14 C 0.5761 -3.0824 -3.7651
15 C 2.3821 -2.4834 -2.1245
16 C 0.6917 -0.3685 1.1943
17 C 1.1847 -3.4034 -2.3895
18 C -0.7900 -0.0261 0.9747
19 C -1.2157 1.3850 1.4261
20 H 0.5357 -3.3394 -0.2195
21 H -3.6284 2.4303 -0.7116
22 H -2.0808 1.0846 3.3326
23 H 0.5631 3.5223 2.5277
24 H 1.4758 2.0024 2.6447
25 H 1.4292 3.1109 4.0249
26 H -0.8707 3.2864 -0.7711
27 H -1.0529 1.7349 -1.5985
28 H -1.9643 3.1488 -2.1608
29 H -0.2613 -3.7547 -3.9783
30 H 1.3263 -3.2051 -4.5527
31 H 0.2092 -2.0503 -3.7906
32 H 2.0682 -1.4334 -2.1169
33 H 3.1436 -2.6113 -2.8998
34 H 2.8383 -2.7100 -1.1549
35 H 0.9505 -0.2065 2.2420
36 H 0.8146 -1.4353 1.0002
37 H 1.5301 -4.4408 -2.3923
38 H -1.3954 -0.7577 1.5125
39 H -1.0130 -0.1493 -0.0860
40 H -0.5030 2.1065 1.0340

=====

No. 5
C12H21NP | the ωB97M-V functional and the def2-TZVPD basis

Summary:
net charge: +1
gap between HOMO and LUMO: 7.74 eV
SMILES: CCCCC[n+]1ccccc1P(C)C
lowest unoccupied orbital energy: -4.224 eV
multiplicity: 1
molar mass: 210.28 g/mol
energy above the lowest of the compared OMol25 structures with the same formula, charge and spin: 0.0 kcal per mole

Atoms and positions in Å:
1 C -0.8992 3.0519 1.8134
2 C -0.3856 1.9499 0.8799
3 C 0.4102 2.5613 -0.2638
4 C 1.0157 1.5690 -1.2922
5 C 0.3759 0.1796 -1.3795
6 N 1.0077 -0.8825 -0.5654
7 C 2.3485 -0.9222 -0.4999
8 C 3.0274 -1.8902 0.2166
9 C 2.3006 -2.8497 0.9013
10 C 0.9179 -2.8250 0.8040
11 C 0.2648 -1.8460 0.0581
12 P -1.5774 -2.0775 -0.0188
13 C -2.1039 -1.7630 -1.7446
14 C -2.3558 -0.8460 1.1057
15 H -1.7364 2.7087 2.4109
16 H -1.2439 3.8872 1.2080
17 H -0.1063 3.4439 2.4424
18 H 0.1945 1.2205 1.4419
19 H -1.2771 1.4965 0.4523
20 H -0.1999 3.2921 -0.7839
21 H 1.2388 3.1187 0.1695
22 H 0.8847 2.0046 -2.2781
23 H 2.0879 1.5385 -1.1347
24 H -0.6796 0.2450 -1.1577
25 H 0.4476 -0.1477 -2.4144
26 H 2.9085 -0.1810 -1.0390
27 H 4.1031 -1.8965 0.2358
28 H 2.8189 -3.6110 1.4609
29 H 0.3271 -3.5763 1.2970
30 H -1.2386 -1.6081 -2.3852
31 H -2.6430 -2.6125 -2.1462
32 H -2.7328 -0.8817 -1.8519
33 H -1.5887 -0.4442 1.7597
34 H -3.0764 -1.3876 1.7039
35 H -2.8351 -0.0185 0.5938

=====

No. 6
C12H22AsNS4Si2W | the ωB97M-V functional and the def2-TZVPD basis

Summary:
net charge: +2
gap between HOMO and LUMO: 6.36 eV
lowest unoccupied orbital energy: -9.480 eV
multiplicity: 1
molar mass: 623.52 g/mol

Atoms and positions in Å:
1 W 1.3418 1.3549 0.7484
2 C -2.3583 1.9727 -0.6468
3 Si -1.7236 0.6425 0.4671
4 C -1.5378 1.2138 2.2433
5 C -2.7605 -0.8862 0.4392
6 C 0.1113 0.0013 -0.1528
7 C 0.4748 -1.1229 0.7535
8 C 0.2168 -2.4801 0.7506
9 C 0.7757 -3.2335 1.7735
10 C 1.5722 -2.6321 2.7505
11 C 1.8078 -1.2791 2.6862
12 N 1.2475 -0.5564 1.7008
13 Si 0.3070 -0.2568 -2.0876
14 C 0.4218 1.4139 -2.8939
15 C -1.1858 -1.1674 -2.7125
16 C 1.8147 -1.3116 -2.3314
17 H -3.2957 2.3418 -0.2208
18 H -2.5866 1.5875 -1.6414
19 H -1.6951 2.8318 -0.7576
20 H -2.5528 1.1828 2.6554
21 H -1.1943 2.2373 2.3918
22 H -0.9494 0.5427 2.8746
23 H -3.7870 -0.5564 0.6289
24 H -2.4913 -1.5802 1.2357
25 H -2.7528 -1.4060 -0.5171
26 H -0.3926 -2.9281 -0.0214
27 H 0.5985 -4.3005 1.8140
28 H 2.0100 -3.2177 3.5457
29 H 2.4363 -0.7657 3.4009
30 H -0.4932 1.9944 -2.7738
31 H 0.5543 1.2509 -3.9672
32 H 1.2658 2.0213 -2.5669
33 H -2.1191 -0.6125 -2.6142
34 H -1.3090 -2.1525 -2.2597
35 H -1.0215 -1.3302 -3.7819
36 H 2.7346 -0.8849 -1.9316
37 H 1.9648 -1.4461 -3.4057
38 H 1.6839 -2.3067 -1.9017
39 S 3.0904 1.4617 -0.4163
40 As 2.6904 3.6572 1.6340
41 S 2.4319 1.9471 2.8964
42 S 0.6876 3.5976 0.7176
43 S 3.9661 5.1601 1.4939

=====

Copy entry 6 word for word.
C12H22AsNS4Si2W | the ωB97M-V functional and the def2-TZVPD basis

Summary:
net charge: +2
gap between HOMO and LUMO: 6.36 eV
lowest unoccupied orbital energy: -9.480 eV
multiplicity: 1
molar mass: 623.52 g/mol

Atoms and positions in Å:
1 W 1.3418 1.3549 0.7484
2 C -2.3583 1.9727 -0.6468
3 Si -1.7236 0.6425 0.4671
4 C -1.5378 1.2138 2.2433
5 C -2.7605 -0.8862 0.4392
6 C 0.1113 0.0013 -0.1528
7 C 0.4748 -1.1229 0.7535
8 C 0.2168 -2.4801 0.7506
9 C 0.7757 -3.2335 1.7735
10 C 1.5722 -2.6321 2.7505
11 C 1.8078 -1.2791 2.6862
12 N 1.2475 -0.5564 1.7008
13 Si 0.3070 -0.2568 -2.0876
14 C 0.4218 1.4139 -2.8939
15 C -1.1858 -1.1674 -2.7125
16 C 1.8147 -1.3116 -2.3314
17 H -3.2957 2.3418 -0.2208
18 H -2.5866 1.5875 -1.6414
19 H -1.6951 2.8318 -0.7576
20 H -2.5528 1.1828 2.6554
21 H -1.1943 2.2373 2.3918
22 H -0.9494 0.5427 2.8746
23 H -3.7870 -0.5564 0.6289
24 H -2.4913 -1.5802 1.2357
25 H -2.7528 -1.4060 -0.5171
26 H -0.3926 -2.9281 -0.0214
27 H 0.5985 -4.3005 1.8140
28 H 2.0100 -3.2177 3.5457
29 H 2.4363 -0.7657 3.4009
30 H -0.4932 1.9944 -2.7738
31 H 0.5543 1.2509 -3.9672
32 H 1.2658 2.0213 -2.5669
33 H -2.1191 -0.6125 -2.6142
34 H -1.3090 -2.1525 -2.2597
35 H -1.0215 -1.3302 -3.7819
36 H 2.7346 -0.8849 -1.9316
37 H 1.9648 -1.4461 -3.4057
38 H 1.6839 -2.3067 -1.9017
39 S 3.0904 1.4617 -0.4163
40 As 2.6904 3.6572 1.6340
41 S 2.4319 1.9471 2.8964
42 S 0.6876 3.5976 0.7176
43 S 3.9661 5.1601 1.4939